Entry 1:
Computed, not measured: one molecule with the formula C22H21N3O6S2 in a non-equilibrium geometry, with ωB97M-V/def2-TZVPD.

The geometry in XYZ format:
```
54
Properties=species:S:1:pos:R:3
H -6.96 1.43 -1.93
C -3.64 -1.16 -0.06
C -5.24 2.40 0.35
C -0.37 -0.53 1.72
H 6.34 -1.54 1.31
C 5.10 0.96 -3.05
C 3.72 -1.41 -0.68
N 5.53 0.46 -1.89
C 1.74 -0.93 0.63
H -4.02 -1.53 -1.00
C -6.57 1.76 0.78
N 6.21 2.61 -1.17
H 5.96 4.17 -2.45
O -6.52 -1.86 -0.40
C 2.56 -0.66 1.67
H -4.95 2.66 -1.81
O 3.90 -0.73 1.57
H 4.35 0.47 -4.98
H -6.60 1.45 1.82
N -6.75 0.59 -0.06
H -7.41 2.44 0.59
H 3.50 -0.30 -3.63
C 5.95 -1.06 0.42
O 0.07 -0.17 2.78
H 5.10 -0.88 -4.10
O 1.58 -1.51 -1.67
C -4.99 1.86 -1.07
C 6.04 1.30 -1.01
C -1.82 -0.63 1.41
H -2.35 0.05 3.37
C 4.48 0.01 -4.01
C 5.81 3.11 -2.33
H 6.36 -1.51 -0.48
C -2.28 -1.08 0.17
H -4.44 2.11 1.02
C 2.28 -1.31 -0.69
H -4.05 1.31 -1.12
C -2.73 -0.28 2.41
H 2.23 -0.37 2.65
C -6.19 0.92 -1.35
O 0.37 -0.89 0.66
S 6.55 0.67 0.54
H -5.31 3.49 0.36
H -5.92 0.00 -1.86
H 4.88 2.75 -4.24
C -4.53 -0.79 0.93
C -4.09 -0.36 2.17
H -4.81 -0.11 2.93
H -1.57 -1.37 -0.59
S -6.30 -0.87 0.60
C 5.22 2.33 -3.31
O -6.97 -0.98 1.86
C 4.46 -1.09 0.41
H 4.21 -1.70 -1.60
```

ΔE to the lowest compared entry with this formula, charge and spin	34.8	kJ/mol
Kohn-Sham gap	8.70	eV

Atom charges from the natural (NBO) analysis, given in e for atoms 1 to 4: H 0.20; C -0.21; C -0.43; C 0.78

Entry 2:
Computed, not measured: C22H21N6O11P2SeTc as an isolated structure in a non-equilibrium geometry, with ωB97M-V/def2-TZVPD.

The geometry in XYZ format:
```
64
Properties=species:S:1:pos:R:3
O 3.42 -0.24 0.12
H 0.55 3.39 2.32
C 2.34 -2.74 -0.60
N 4.21 -1.35 -0.03
O 5.44 -1.20 -0.22
C -0.05 3.16 1.44
C 2.62 0.62 -2.73
C 2.19 3.81 -0.31
H 1.66 -6.13 -0.62
C -1.86 2.44 -3.40
O 3.70 -2.60 0.18
O -3.16 -0.94 -1.04
H -2.43 4.38 -2.69
H 1.62 4.74 -0.42
O -5.80 -0.27 3.86
C -2.85 -0.08 1.08
C 0.51 -3.17 0.83
C -2.25 -0.31 3.73
P 1.09 2.45 0.21
C -0.06 2.42 -1.27
P 1.12 0.05 -1.87
N -0.41 -2.85 1.69
H 2.37 0.99 -3.72
H 3.34 -0.19 -2.78
C -0.10 1.36 -2.16
C -1.21 -0.26 2.83
H -2.00 -0.40 4.78
C -1.01 1.37 -3.22
C 0.64 -4.61 0.57
C 0.47 -1.31 -2.89
C -3.57 -0.25 3.31
O -0.61 -0.10 0.50
H -4.92 -0.09 1.65
C 0.21 -0.36 3.37
H 1.14 -2.16 -2.88
H -2.59 2.43 -4.20
H 3.14 -4.44 -1.72
C -3.89 -0.14 1.97
H 0.34 -0.98 -3.92
Se -1.19 -4.36 2.26
C -1.50 -0.15 1.45
O 0.36 -0.43 4.58
H 2.57 -2.07 -1.46
C -0.88 3.53 -1.49
H -0.77 2.38 1.72
N -4.65 -0.31 4.28
N -3.13 0.06 -0.36
O -3.42 1.17 -0.75
N 1.29 -2.26 0.18
H 2.95 3.92 0.46
O -4.36 -0.39 5.46
H -0.49 -1.62 -2.47
H -0.85 4.39 -0.85
H -0.61 4.03 1.13
H -1.08 0.52 -3.89
O 2.08 1.65 1.13
Tc 1.36 -0.16 0.49
N -0.16 -5.40 1.21
C 1.61 -5.08 -0.40
H 3.08 1.41 -2.13
C -1.78 3.53 -2.55
C 2.39 -4.17 -0.98
O 1.17 -0.29 2.52
H 2.67 3.61 -1.27
```

ΔE to the lowest compared entry with this formula, charge and spin	0.0	kJ/mol
<S²>	3.7740
Kohn-Sham gap (alpha / beta)	5.65 / 6.72	eV
spin multiplicity	4
charge	-1

Atom charges from the natural (NBO) analysis, given in e for atoms 1 to 4: O -0.59; H 0.26; C 0.21; N 0.51

Entry 3:
Computed, not measured: C22H22AuBrN7O11 as an isolated structure in a non-equilibrium geometry, with ωB97M-V/def2-TZVPD.

The geometry in XYZ format:
```
64
Properties=species:S:1:pos:R:3
Au -0.10 -0.28 0.03
C -0.57 -2.85 0.95
O -0.82 1.57 0.08
H 3.43 1.26 3.73
N 2.51 4.82 1.29
N -3.22 2.03 -4.04
N 2.74 -0.35 0.22
O 0.24 -2.25 0.07
O 0.28 -0.24 2.02
H 4.48 0.02 4.03
C -0.09 2.65 -0.28
C 0.92 2.65 2.03
H 3.38 4.69 3.15
C 2.64 4.26 2.49
H 2.73 -1.22 0.74
C 0.11 -1.44 -2.63
O -1.95 1.63 -5.88
H -3.91 3.98 -4.25
C 0.82 3.21 0.77
C 3.27 0.80 0.96
H -2.84 -5.37 1.28
H 5.03 1.44 2.07
O 1.40 -1.58 3.37
C -0.49 -2.50 2.30
C -0.86 -0.66 -4.67
N -2.89 -4.85 3.90
C -1.24 -3.13 3.27
H 0.38 -2.42 -4.50
N -0.44 -0.41 -1.96
H -3.92 2.98 -5.72
H -3.49 1.70 -3.12
C -0.08 -1.58 -3.99
C -2.19 -4.56 1.56
H -6.05 3.19 -4.69
C 0.47 -1.40 2.60
H 0.70 -2.14 -2.06
O -5.42 2.56 -4.32
H 3.64 1.51 0.22
O -3.62 -5.74 3.52
C 1.87 3.18 2.88
O -2.76 -4.48 5.04
O -1.57 -3.40 -1.64
C 4.37 0.57 2.00
H -1.02 -0.72 -5.73
O -1.85 -5.45 -1.02
H 3.30 -0.51 -0.61
C -1.21 0.48 -2.60
N 3.79 0.37 3.37
C -1.44 0.38 -3.96
O -0.18 3.14 -1.37
Br 2.15 2.41 4.60
C -4.11 2.99 -4.65
H 0.29 1.83 2.34
H 1.54 4.76 -0.53
C -1.45 -3.89 0.60
H -1.17 -2.86 4.32
H 2.45 1.30 1.47
H 2.95 -0.30 3.38
H 4.99 -0.30 1.76
N -1.63 -4.28 -0.80
C 1.62 4.30 0.45
C -2.24 1.41 -4.72
C -2.08 -4.16 2.87
H -1.60 1.29 -2.01
```

ΔE to the lowest compared entry with this formula, charge and spin	102.7	kJ/mol
Kohn-Sham gap	7.64	eV
charge	+1

Atom charges from the natural (NBO) analysis, given in e for atoms 1 to 4: Au 1.54; C 0.41; O -0.79; H 0.40

Entry 4:
Computed, not measured: C22H22BCl3MgN5O2S as an isolated structure in a non-equilibrium geometry, with ωB97M-V/def2-TZVPD.

The geometry in XYZ format:
```
57
Properties=species:S:1:pos:R:3
C -2.96 -0.71 -0.45
C 0.13 2.14 -3.64
H -0.71 -4.57 -0.48
C -6.82 -1.61 -4.61
C -4.35 0.97 -0.66
H -3.72 -2.70 -2.20
S -6.56 -0.37 -6.85
H -0.97 -4.54 1.51
N 1.36 4.06 -4.50
H -5.97 -0.66 -1.87
C -2.65 0.18 -5.82
Cl -1.94 1.05 -7.15
N -2.32 0.34 0.01
H -4.85 0.60 -3.33
C 1.35 3.52 -2.12
C -6.72 -2.64 -3.52
C -2.89 -1.83 -4.57
H -0.83 0.50 -2.68
C -5.14 -1.27 -1.52
Cl -5.49 -3.12 -6.49
C 1.00 2.73 -1.00
H 1.61 4.99 -4.23
B -1.15 -3.95 0.47
C -7.39 0.43 -5.59
O 0.56 1.81 1.70
O -5.41 -3.04 -3.18
H 0.72 4.05 -5.28
H -2.35 -3.71 0.30
H -2.90 2.40 0.18
H -7.93 -0.01 -3.55
C -2.29 -1.14 -5.61
C -4.14 0.09 -3.96
H -0.22 1.88 -4.63
H -7.78 1.42 -5.73
N -0.03 -1.46 0.55
N 0.21 1.64 -1.30
H -5.26 1.49 -0.92
C -4.50 -2.07 -2.65
C -3.19 1.40 -0.11
H -7.20 -3.57 -3.85
C -7.45 -0.34 -4.47
H -7.27 -2.29 -2.65
H 1.03 2.38 1.00
N -4.20 -0.38 -0.88
H -5.53 -1.99 -0.79
C -0.44 -2.54 0.53
C -6.32 -1.75 -5.87
Cl -2.42 -3.49 -4.34
C -3.84 -1.24 -3.74
Mg -0.15 0.57 0.60
H -1.57 -1.62 -6.25
H 1.98 4.40 -1.96
H -2.57 -1.71 -0.48
C -3.56 0.81 -5.00
C 0.95 3.26 -3.42
H -3.82 1.85 -5.15
C -0.20 1.38 -2.55
```

ΔE to the lowest compared entry with this formula, charge and spin	82.0	kJ/mol
Kohn-Sham gap	5.19	eV
charge	-1

Atom charges from the natural (NBO) analysis, given in e for atoms 1 to 4: C 0.20; C -0.37; H 0.01; C -0.15

Q: The lowest ΔE to the lowest compared entry with this formula, charge and spin belongs to which entry?
A: C22H21N6O11P2SeTc

Please write out number 1 again, unchanged.
Computed, not measured: one molecule with the formula C22H21N3O6S2 in a non-equilibrium geometry, with ωB97M-V/def2-TZVPD.

The geometry in XYZ format:
```
54
Properties=species:S:1:pos:R:3
H -6.96 1.43 -1.93
C -3.64 -1.16 -0.06
C -5.24 2.40 0.35
C -0.37 -0.53 1.72
H 6.34 -1.54 1.31
C 5.10 0.96 -3.05
C 3.72 -1.41 -0.68
N 5.53 0.46 -1.89
C 1.74 -0.93 0.63
H -4.02 -1.53 -1.00
C -6.57 1.76 0.78
N 6.21 2.61 -1.17
H 5.96 4.17 -2.45
O -6.52 -1.86 -0.40
C 2.56 -0.66 1.67
H -4.95 2.66 -1.81
O 3.90 -0.73 1.57
H 4.35 0.47 -4.98
H -6.60 1.45 1.82
N -6.75 0.59 -0.06
H -7.41 2.44 0.59
H 3.50 -0.30 -3.63
C 5.95 -1.06 0.42
O 0.07 -0.17 2.78
H 5.10 -0.88 -4.10
O 1.58 -1.51 -1.67
C -4.99 1.86 -1.07
C 6.04 1.30 -1.01
C -1.82 -0.63 1.41
H -2.35 0.05 3.37
C 4.48 0.01 -4.01
C 5.81 3.11 -2.33
H 6.36 -1.51 -0.48
C -2.28 -1.08 0.17
H -4.44 2.11 1.02
C 2.28 -1.31 -0.69
H -4.05 1.31 -1.12
C -2.73 -0.28 2.41
H 2.23 -0.37 2.65
C -6.19 0.92 -1.35
O 0.37 -0.89 0.66
S 6.55 0.67 0.54
H -5.31 3.49 0.36
H -5.92 0.00 -1.86
H 4.88 2.75 -4.24
C -4.53 -0.79 0.93
C -4.09 -0.36 2.17
H -4.81 -0.11 2.93
H -1.57 -1.37 -0.59
S -6.30 -0.87 0.60
C 5.22 2.33 -3.31
O -6.97 -0.98 1.86
C 4.46 -1.09 0.41
H 4.21 -1.70 -1.60
```

ΔE to the lowest compared entry with this formula, charge and spin	34.8	kJ/mol
Kohn-Sham gap	8.70	eV

Atom charges from the natural (NBO) analysis, given in e for atoms 1 to 4: H 0.20; C -0.21; C -0.43; C 0.78

Q: Among the records above, which one has the lowest ΔE to the lowest compared entry with this formula, charge and spin?
A: C22H21N6O11P2SeTc

Q: Number 2 is which compound?
A: C22H21N6O11P2SeTc